ORCA calculation (ωB97M-V/def2-TZVPD) on a structure of composition C33H31AsBrCrF5N3O4PS.

The geometry in XYZ format:
```
81
Properties=species:S:1:pos:R:3:lowdin_spin:R:1
Cr 0.4349 0.7505 0.9183 2.90
F -5.6198 3.7803 3.5780 0.00
C -4.6781 2.9470 3.1877 0.00
C -3.7769 3.3157 2.2056 0.00
F -3.8530 4.5081 1.5995 0.00
C -2.7976 2.4324 1.8076 0.00
F -1.9499 2.8826 0.8245 0.00
C -2.6659 1.1525 2.3189 0.00
S -1.5404 -0.0716 1.7410 -0.04
C -3.5866 0.8060 3.3095 0.00
F -3.5369 -0.4031 3.8521 0.00
C -4.5734 1.6780 3.7441 0.00
F -5.4226 1.3016 4.6791 0.00
C 0.5612 6.1513 2.6463 0.00
C 0.8063 4.6932 2.9028 0.00
C 1.3977 4.2407 4.0820 0.01
C 1.6511 2.8910 4.2794 0.00
C 1.2735 2.0413 3.2688 0.01
Br 1.6174 0.1751 3.2938 -0.01
N 0.6740 2.4253 2.1438 -0.01
C 0.4603 3.7366 1.9605 0.01
H 0.5676 6.7176 3.5749 0.00
H -0.3997 6.3117 2.1585 0.00
H 1.3405 6.5625 2.0027 0.00
H 1.6730 4.9507 4.8522 0.00
H 2.1235 2.5200 5.1775 0.00
H -0.0177 4.0092 1.0298 0.00
O 0.6393 -0.9648 0.1043 0.07
As 1.2884 -2.3517 -0.6129 0.01
C 0.1278 -3.7891 -0.2011 0.00
C 0.5915 -5.0901 -0.3829 0.00
C -0.2589 -6.1500 -0.1097 0.00
C -1.5490 -5.9041 0.3446 0.00
C -1.9989 -4.6031 0.5305 0.00
C -1.1612 -3.5318 0.2561 0.00
C 1.2702 -2.0425 -2.5017 0.00
C 0.3821 -2.7710 -3.2942 0.00
C 0.3566 -2.5596 -4.6691 0.00
C 1.2157 -1.6314 -5.2459 0.00
C 2.1117 -0.9181 -4.4562 0.00
C 2.1429 -1.1231 -3.0840 0.00
C 3.0500 -2.6879 0.0050 0.00
C 3.2431 -2.7593 1.3853 0.00
C 4.4960 -3.0743 1.8816 0.00
C 5.5443 -3.3300 1.0035 0.00
C 5.3433 -3.2812 -0.3683 0.00
C 4.0913 -2.9629 -0.8772 0.00
H 1.6047 -5.2818 -0.7185 0.00
H 0.0874 -7.1661 -0.2400 0.00
H -2.2053 -6.7353 0.5652 0.00
H -2.9990 -4.4237 0.9014 0.00
H -1.4957 -2.5147 0.4232 0.00
H -0.2554 -3.5270 -2.8481 0.00
H -0.3062 -3.1466 -5.2922 0.00
H 1.2113 -1.4873 -6.3183 0.00
H 2.8017 -0.2218 -4.9142 0.00
H 2.8660 -0.5870 -2.4798 0.00
H 2.4103 -2.6090 2.0646 0.00
H 4.6551 -3.1424 2.9493 0.00
H 6.5202 -3.5856 1.3940 0.00
H 6.1586 -3.4997 -1.0443 0.00
H 3.9385 -2.9418 -1.9485 0.00
N -3.3883 3.3180 -1.3585 0.00
C -2.0368 3.2125 -2.0090 0.00
P -1.4068 1.5218 -1.6148 0.01
O -2.6445 0.7373 -1.3402 0.00
O -0.2478 1.6850 -0.6597 0.02
C -0.6972 0.7394 -3.1478 0.00
N -1.5163 -0.4900 -3.4470 0.00
H -3.9663 4.0522 -1.7723 0.00
H -3.3017 3.4983 -0.3500 0.00
H -3.8600 2.4039 -1.4400 0.00
H -1.3976 4.0153 -1.6506 0.00
H -2.1732 3.3283 -3.0835 0.00
H 0.3268 0.4193 -2.9546 0.00
H -0.6959 1.3968 -4.0147 0.00
H -0.9269 -1.3301 -3.4418 0.00
H -1.9805 -0.4449 -4.3548 0.00
H -2.2426 -0.5564 -2.7023 0.00
O 3.5595 1.2329 -0.1925 0.01
C 2.5153 1.1498 0.1938 0.01
```

The charge is +3. Its spin multiplicity is 4. Its LUMO energy (alpha / beta) is -8.42 / -8.03 eV. For the total energy, the calculation gives -8833.6925 hartree. For the energy relative to the best compared isomer or geometry (same formula, charge and spin), the calculation gives 52.4 kJ/mol. Its HOMO energy (alpha / beta) is -15.3 / -15.4 eV. The max |F| is 0.0157 Eh/bohr. For the HOMO-LUMO gap (alpha / beta), the calculation gives 6.838 / 7.390 eV.

ORCA calculation (ωB97M-V/def2-TZVPD) on a cluster of 2 separate species, C10H10N2 in total.

The geometry in XYZ format:
```
22
Properties=species:S:1:pos:R:3:lowdin_charge:R:1
C -3.9009 -2.1258 -1.6830 -0.07
C -2.8007 -1.4191 -1.2991 -0.06
C -1.6316 -1.4457 -2.1446 -0.17
N -1.5606 -2.2450 -3.1025 0.03
C -2.5365 -3.1006 -3.4017 -0.15
C -3.7699 -3.0571 -2.7855 -0.05
H -4.8503 -2.2368 -1.1183 0.11
H -2.8179 -0.7644 -0.4495 0.09
H -0.6407 -1.0265 -1.9210 0.12
H -2.3577 -3.8594 -4.0980 0.08
H -4.4360 -3.8191 -3.0093 0.07
C 3.5710 2.3870 3.1254 -0.05
C 3.2629 3.4400 2.2358 -0.11
C 2.6092 3.2185 1.1845 -0.23
N 1.9821 2.0674 1.0351 0.07
C 2.1014 1.0327 1.9500 -0.10
C 2.9176 1.1828 3.0557 -0.06
H 4.2010 2.7251 3.8721 0.08
H 3.9457 4.3543 2.4316 0.14
H 2.4593 3.9053 0.4003 0.10
H 1.3010 0.3325 1.9450 0.09
H 2.9515 0.4538 3.7771 0.08
```

As for the SMILES: c1ccncc1.c1ccncc1. Its LUMO energy is 0.88 eV. For the total energy, the calculation gives -496.4772 hartree. For the energy relative to the best compared isomer or geometry (same formula, charge and spin), the calculation gives 314.8 kJ/mol. Its HOMO energy is -9.3 eV. The max |F| is 0.1960 Eh/bohr. For the HOMO-LUMO gap, the calculation gives 10.177 eV.

ORCA calculation (ωB97M-V/def2-TZVPD) on a cluster of 8 separate species, C27H29F7O25 in total.

The geometry in XYZ format:
```
88
Properties=species:S:1:pos:R:3:lowdin_charge:R:1
O 9.8686 3.3277 -2.3701 0.13
C 9.0502 3.4113 -3.2439 -0.54
O 8.6565 2.2996 -3.9192 0.11
C 8.3443 4.6975 -3.6230 -0.05
C 6.9241 4.8374 -3.0065 -0.23
C 6.5140 3.7455 -1.9729 -0.09
O 5.1399 3.4043 -2.2794 -0.01
C 5.0229 3.5131 -3.6430 -0.46
O 4.4445 2.7087 -4.3147 0.15
C 5.7707 4.7701 -4.0266 -0.03
H 8.1228 2.5322 -4.6904 0.12
H 8.9891 5.5073 -3.2724 0.13
H 8.2994 4.7767 -4.7165 0.12
H 6.8920 5.7946 -2.4799 0.14
H 6.5533 4.1042 -0.9443 0.14
H 7.1070 2.8327 -2.0443 0.12
H 5.0667 5.5907 -3.8451 0.14
H 6.0760 4.7935 -5.0731 0.13
O 5.6126 -0.4452 1.8651 0.18
C 4.7783 0.1107 1.2348 -0.55
O 4.0001 -0.4763 0.2981 0.06
C 3.0038 0.4620 -0.1275 -0.03
C 3.6228 1.7891 0.2592 -0.29
F 2.6764 2.6613 0.6800 0.08
O 4.4527 1.4258 1.3546 0.14
H 2.0910 0.2964 0.4386 0.11
H 2.8068 0.3538 -1.1907 0.15
H 4.2333 2.2523 -0.5139 0.15
O -1.1422 1.9211 0.6225 0.18
C -0.7752 1.2263 1.5123 -0.55
O 0.4799 0.8057 1.7215 0.03
C 0.5323 0.1000 2.9717 -0.04
C -0.9117 -0.3141 3.1490 -0.30
F -1.3033 -0.3301 4.4485 0.08
O -1.6093 0.7108 2.4595 0.11
H 0.8585 0.7735 3.7636 0.15
H 1.2154 -0.7399 2.9014 0.12
H -1.1609 -1.2752 2.6975 0.16
O 0.1121 -1.6059 0.6149 0.18
C 0.8874 -2.4972 0.4813 -0.53
O 2.0200 -2.6387 1.1927 0.06
C 2.6108 -3.9032 0.8828 -0.03
C 1.9998 -4.2053 -0.4718 -0.30
F 1.7584 -5.5215 -0.6524 0.09
O 0.7631 -3.5077 -0.4145 0.14
H 2.2945 -4.6430 1.6193 0.15
H 3.6929 -3.8164 0.8750 0.15
H 2.5737 -3.8341 -1.3220 0.18
O 1.8994 -1.0972 5.3735 0.19
C 1.1751 -2.0187 5.5374 -0.55
O 0.6024 -2.3695 6.7053 0.09
C -0.3681 -3.3902 6.4529 -0.04
C 0.1196 -3.9742 5.1416 -0.31
F -0.8926 -4.3664 4.3343 0.08
O 0.7854 -2.8746 4.5467 0.11
H -1.3503 -2.9332 6.3243 0.15
H -0.3884 -4.1001 7.2738 0.14
H 0.8240 -4.8011 5.2444 0.17
O -7.5216 2.9479 0.7766 0.18
C -6.4789 2.3900 0.8195 -0.55
O -5.5510 2.5214 1.7873 0.09
C -4.5191 1.5516 1.5659 -0.04
C -4.6710 1.2615 0.0917 -0.30
F -4.3882 -0.0362 -0.1990 0.06
O -6.0493 1.5015 -0.1317 0.10
H -4.7252 0.6584 2.1574 0.15
H -3.5480 1.9541 1.8236 0.12
H -4.0777 1.9029 -0.5601 0.18
O -5.3299 -4.3896 -3.6932 0.19
C -4.4618 -3.6017 -3.5458 -0.55
O -3.1696 -3.9060 -3.2736 0.07
C -2.3944 -2.7070 -3.3337 -0.05
C -3.4454 -1.6398 -3.1027 -0.32
F -3.1935 -0.5023 -3.7941 0.08
O -4.6154 -2.2483 -3.6123 0.13
H -1.9584 -2.6018 -4.3284 0.14
H -1.6115 -2.7264 -2.5812 0.13
H -3.6077 -1.3817 -2.0556 0.15
O -11.4380 -1.9805 0.9291 0.18
C -10.6233 -1.4191 0.2808 -0.55
O -9.3679 -1.1249 0.6927 0.07
C -8.6296 -0.6088 -0.4199 -0.04
C -9.7351 -0.1143 -1.3285 -0.31
F -9.4409 -0.2699 -2.6406 0.08
O -10.8164 -0.9626 -0.9881 0.13
H -8.0748 -1.4197 -0.8955 0.15
H -7.9498 0.1719 -0.1028 0.11
H -10.0290 0.9225 -1.1582 0.17
```

As for the SMILES: O=C(O)C[C@@H]1COC(=O)C1.O=C1OC[C@@H](F)O1.O=C1OC[C@@H](F)O1.O=C1OC[C@@H](F)O1.O=C1OC[C@@H](F)O1.O=C1OC[C@@H](F)O1.O=C1OC[C@@H](F)O1.O=C1OC[C@@H](F)O1. Its LUMO energy is 0.04 eV. For the total energy, the calculation gives -3626.4457 hartree. Its HOMO energy is -11.1 eV. The max |F| is 0.0131 Eh/bohr. For the HOMO-LUMO gap, the calculation gives 11.123 eV.

ORCA calculation (ωB97M-V/def2-TZVPD) on a structure of composition C39H50N8Si2Sr.

The geometry in XYZ format:
```
100
Properties=species:S:1:pos:R:3:lowdin_charge:R:1
Sr 0.1006 0.3376 0.5370 1.21
C -2.3769 -4.3182 0.3887 -0.02
C -1.9665 -5.3235 -0.6543 -0.21
C -2.8930 -6.2632 -1.1004 -0.06
C -2.5483 -7.2712 -1.9870 -0.11
C -1.2459 -7.3503 -2.4566 -0.10
C -0.3177 -6.4025 -2.0619 -0.02
C -0.6618 -5.3858 -1.1703 -0.22
N 0.3121 -4.4510 -0.7781 0.12
C 0.2770 -3.0680 -1.0558 -0.37
N -0.7791 -2.6973 -1.8269 0.13
C -1.0762 -1.4601 -2.5073 -0.25
C -0.4667 -0.2529 -2.1452 -0.14
C -0.8693 0.8229 -2.9593 -0.17
C -1.8019 0.7326 -3.9866 -0.12
C -2.3995 -0.4894 -4.2546 -0.10
C -2.0393 -1.6130 -3.5222 -0.24
C -2.6936 -2.9393 -3.8295 -0.07
N 1.1917 -2.2703 -0.6411 0.12
C 2.3151 -2.7619 0.0555 -0.26
C 2.2345 -3.5276 1.2218 -0.06
C 3.3814 -3.9141 1.9015 -0.11
C 4.6254 -3.5396 1.4225 -0.11
C 4.7083 -2.7731 0.2684 -0.06
C 3.5766 -2.3738 -0.4270 -0.23
C 3.6733 -1.5231 -1.6578 -0.06
H -2.5783 -4.8287 1.3338 0.09
H -3.2887 -3.7978 0.0909 0.09
H -1.6155 -3.5669 0.5726 0.06
H -3.9071 -6.2071 -0.7198 0.11
H -3.2920 -7.9899 -2.3078 0.09
H -0.9581 -8.1320 -3.1488 0.09
H 0.6923 -6.4238 -2.4537 0.11
H 1.2459 -4.7978 -0.6193 0.13
H -1.3149 -3.4789 -2.1598 0.08
H -0.4303 1.8050 -2.7940 0.06
H -2.0695 1.6119 -4.5640 0.09
H -3.1465 -0.5833 -5.0376 0.09
H -3.4251 -2.8207 -4.6297 0.07
H -3.2254 -3.3534 -2.9645 0.07
H -1.9720 -3.6973 -4.1565 0.08
H 1.2624 -3.7934 1.6153 0.10
H 3.2938 -4.4875 2.8171 0.09
H 5.5255 -3.8129 1.9599 0.09
H 5.6758 -2.4353 -0.0841 0.10
H 4.6817 -1.1245 -1.7657 0.07
H 2.9752 -0.6898 -1.5913 0.05
H 3.4131 -2.0958 -2.5533 0.08
C -2.3347 -0.6002 0.5537 -0.25
Si -1.7965 -0.2939 2.3815 0.27
C -3.0624 -1.0737 3.5311 -0.19
C -0.1880 -1.4098 2.5151 -0.24
N -1.3131 1.2724 2.3572 -0.21
C -1.0691 2.2578 3.2783 -0.34
C -1.6609 2.3399 4.5375 -0.09
C -1.4222 3.4108 5.4111 -0.18
C -0.5697 4.4162 5.0043 -0.18
C 0.0566 4.3468 3.7564 -0.09
C -0.1221 3.2708 2.8610 -0.35
N 0.5087 3.0953 1.6658 -0.11
Si 1.8834 3.9616 1.1940 0.33
C 3.3168 3.9360 2.4210 -0.19
C 2.4962 3.3374 -0.4835 -0.20
C 1.6219 5.8501 0.8688 -0.18
H -1.6553 -1.2678 0.0184 -0.03
H -2.3672 0.3390 -0.0075 0.02
H -3.3262 -1.0520 0.4797 0.03
H -3.5682 -1.9103 3.0402 0.01
H -3.8151 -0.3368 3.8189 0.02
H -2.5863 -1.4456 4.4411 0.02
H -0.3495 -2.2725 3.1667 0.03
H 0.6614 -0.8466 2.9241 0.04
H 0.1369 -1.8326 1.5558 -0.04
H -2.3463 1.5494 4.8330 0.07
H -1.9053 3.4435 6.3828 0.06
H -0.3700 5.2639 5.6548 0.07
H 0.7316 5.1431 3.4754 0.06
H 3.6819 2.9121 2.5209 0.00
H 2.9998 4.2958 3.4017 0.01
H 4.1461 4.5616 2.0712 0.01
H 3.5680 3.1229 -0.4324 0.02
H 2.3247 4.0658 -1.2800 0.01
H 2.0156 2.4009 -0.7725 -0.02
H 1.5215 6.4365 1.7841 0.00
H 0.7207 6.0212 0.2731 -0.03
H 2.4715 6.2497 0.3032 0.02
C -0.9309 4.3711 -1.0540 -0.01
C -0.5351 5.4352 -2.0110 -0.40
N -0.1447 5.3059 -3.2580 0.09
C 0.1043 6.5795 -3.7095 -0.19
C -0.1351 7.4934 -2.7283 -0.13
N -0.5539 6.7497 -1.6501 0.07
H -0.4983 3.4102 -1.3184 0.06
H -2.0174 4.2692 -0.9993 0.09
H -0.5690 4.5646 -0.0434 0.04
H 0.4514 6.7621 -4.7138 0.08
H -0.0345 8.5637 -2.6895 0.09
H -0.7260 7.0817 -0.7175 0.14
N 3.9482 0.6334 0.9894 -0.08
C 2.8036 0.5978 0.7838 -0.38
```

The charge is -2. Its LUMO energy is 3.71 eV. For the total energy, the calculation gives -2564.0101 hartree. For the energy relative to the best compared isomer or geometry (same formula, charge and spin), the calculation gives 122.6 kJ/mol. Its HOMO energy is -0.4 eV. The max |F| is 0.0774 Eh/bohr. For the HOMO-LUMO gap, the calculation gives 4.105 eV.